{"formula": "C2H6NS", "method": "ωB97M-V/def2-TZVPD", "max_force_ev_per_a": 3.96, "charge": 1, "lumo_energy_ev": [-5.3, -5.3], "relative_energy_kj_mol": 314.9, "symbols": ["H", "H", "S", "H", "C", "N", "H", "H", "H", "C"], "positions_angstrom": [[0.881, 1.666, 0.387], [0.657, 0.251, 1.824], [-2.364, -0.025, -0.038], [-2.266, -1.161, -0.682], [-0.632, 0.340, -0.281], [0.452, 0.985, -0.214], [1.063, -0.301, 1.675], [0.535, -0.406, -1.778], [1.090, -1.060, -0.169], [0.585, -0.289, -0.724]], "forces_ev_per_a": [[0.3, 0.5, -0.2], [-0.7, 0.9, 0.9], [2.5, 2.0, 0.4], [0.2, -0.8, -0.5], [-3.6, -1.3, 0.9], [-1.1, 3.2, 0.7], [1.0, -1.3, 0.2], [1.1, 0.0, -1.0], [-0.1, -0.3, 0.3], [0.4, -3.0, -1.8]]}

---

{"formula": "C35H27Cl2F2N11OSTi", "method": "ωB97M-V/def2-TZVPD", "max_force_ev_per_a": 0.97, "charge": 2, "lumo_energy_ev": -6.2, "relative_energy_kj_mol": 52.3, "symbols": ["N", "H", "C", "C", "H", "C", "H", "C", "C", "H", "C", "C", "H", "H", "C", "C", "C", "Cl", "H", "H", "C", "H", "H", "H", "H", "N", "C", "N", "C", "C", "H", "C", "H", "H", "N", "C", "H", "C", "S", "H", "Cl", "C", "C", "H", "C", "H", "H", "N", "H", "N", "N", "C", "O", "C", "N", "C", "C", "C", "N", "N", "C", "C", "H", "C", "H", "C", "Ti", "F", "C", "C", "C", "C", "F", "C", "H", "N", "H", "H", "C", "H"], "positions_angstrom": [[-3.394, -2.884, -2.522], [1.246, -5.287, 5.303], [-3.036, 0.570, -1.271], [5.080, -0.462, -3.371], [-0.646, -3.887, 4.487], [0.222, 1.648, -2.021], [-0.321, -1.677, -2.998], [1.600, -3.300, 1.975], [2.643, -4.088, 2.468], [-0.689, -3.278, -0.590], [2.149, 1.643, 1.024], [-2.682, -0.861, -1.461], [-3.492, 2.588, 4.000], [3.608, -0.206, -0.290], [2.771, 0.774, 3.571], [0.446, -3.267, 2.750], [4.924, -0.210, -1.994], [-0.841, -2.217, 2.198], [-2.266, -4.543, -2.012], [2.197, 4.237, -2.856], [2.806, -1.037, -3.500], [1.733, -1.024, 3.127], [-0.550, 5.808, 2.123], [0.394, 4.837, 1.044], [-3.897, 3.266, -2.381], [-3.470, 1.116, -0.108], [2.030, -0.056, 2.746], [-3.671, 2.477, -1.796], [-2.694, 2.683, 3.277], [2.644, -0.789, -2.145], [-3.303, -0.206, 2.058], [2.876, 2.438, 1.910], [-0.561, 1.012, -2.403], [0.226, 2.937, -3.718], [-1.632, -1.454, -0.866], [0.277, -3.956, 3.933], [4.139, -1.093, -5.207], [-1.310, 1.557, 1.752], [1.723, -2.505, 0.415], [-2.343, -0.384, 3.563], [4.130, -4.200, 1.598], [0.719, -1.419, -2.902], [2.298, 3.105, -1.046], [-2.394, 4.769, 3.495], [-2.398, -3.477, -1.881], [3.769, 2.667, 3.847], [6.053, -0.328, -3.822], [-2.313, 1.523, 2.676], [-4.299, 3.082, 0.136], [-0.388, 4.923, 1.675], [-3.132, 1.361, -2.319], [1.719, 2.071, -0.311], [-0.995, 0.438, 1.229], [1.337, -4.734, 4.380], [1.323, -1.036, -1.794], [-3.863, 2.319, -0.485], [3.203, 2.031, 3.184], [1.760, 3.436, -2.274], [1.557, -1.440, -3.954], [0.722, 1.329, -0.824], [-3.534, -1.589, -2.293], [-3.000, 0.266, 2.990], [3.156, 3.625, -0.654], [2.517, -4.794, 3.654], [-3.882, 0.510, 3.575], [3.714, -0.370, -1.355], [0.365, -0.572, 0.202], [3.251, 3.680, 1.543], [-1.057, 3.823, 2.022], [1.712, 0.393, 1.472], [4.026, -0.885, -4.154], [-2.097, 3.862, 2.994], [3.076, 0.356, 4.800], [-1.521, -2.775, -1.070], [1.311, -1.719, -4.889], [-0.710, 2.687, 1.411], [-4.349, -1.077, -2.788], [5.785, 0.104, -1.420], [0.679, 2.715, -2.764], [3.346, -5.391, 4.001]], "forces_ev_per_a": [[0.1, -0.1, 0.1], [0.0, 0.0, 0.0], [0.2, -0.1, -0.1], [-0.1, 0.0, 0.0], [-0.1, 0.0, 0.0], [0.0, 0.1, 0.0], [0.0, 0.0, 0.0], [-0.1, 0.0, 0.1], [0.2, -0.1, -0.1], [0.0, 0.0, 0.0], [0.0, 0.2, 0.2], [0.0, 0.1, 0.1], [0.0, 0.1, 0.0], [0.0, 0.0, -0.1], [0.0, 0.0, 0.1], [-0.2, 0.1, 0.0], [0.0, 0.0, 0.0], [0.1, -0.1, 0.0], [0.0, 0.0, -0.1], [0.0, 0.0, 0.0], [0.0, -0.1, -0.4], [0.0, 0.0, 0.0], [0.0, 0.0, 0.0], [0.0, 0.0, 0.0], [0.0, 0.0, 0.0], [-0.2, 0.2, 0.0], [0.1, 0.2, 0.0], [0.2, -0.2, -0.1], [0.1, -0.1, 0.0], [0.2, 0.2, 0.4], [0.0, 0.0, 0.1], [0.1, 0.0, -0.1], [-0.1, 0.0, 0.0], [0.0, 0.0, 0.0], [-0.2, 0.0, -0.1], [0.3, -0.1, -0.1], [0.0, 0.0, 0.0], [0.1, 0.0, -0.2], [-0.3, 0.2, 0.0], [0.0, 0.0, 0.0], [0.0, 0.0, 0.0], [0.2, 0.0, -0.2], [-0.2, 0.0, 0.1], [0.0, 0.0, 0.0], [0.1, -0.1, 0.1], [0.0, 0.0, 0.0], [0.0, 0.0, 0.0], [-0.2, 0.3, 0.2], [0.0, 0.0, 0.1], [0.1, 0.0, 0.0], [-0.2, 0.0, -0.2], [0.3, 0.0, 0.1], [0.1, -0.2, -0.2], [-0.1, 0.1, 0.0], [-1.0, -0.1, 0.1], [0.0, -0.1, 0.2], [-0.1, -0.1, -0.1], [0.0, 0.0, 0.0], [0.0, 0.1, 0.3], [0.2, -0.1, -0.1], [0.0, 0.1, -0.1], [0.0, 0.0, 0.0], [0.0, 0.0, 0.0], [-0.1, 0.0, 0.1], [0.0, -0.1, 0.0], [0.2, 0.0, -0.1], [0.4, -0.2, -0.1], [0.0, -0.1, 0.0], [0.0, 0.0, 0.1], [-0.2, -0.1, 0.0], [0.1, 0.1, 0.2], [0.0, -0.2, 0.0], [0.0, 0.0, 0.0], [0.1, 0.0, 0.1], [0.0, 0.0, 0.0], [-0.1, -0.1, 0.1], [0.0, 0.0, 0.0], [0.0, 0.0, 0.0], [0.0, -0.1, 0.1], [0.0, 0.0, 0.0]]}

---

{"formula": "C2H6N2O2", "method": "ωB97M-V/def2-TZVPD", "max_force_ev_per_a": 2.27, "lumo_energy_ev": 0.9, "smiles": "COC(=O)NN", "relative_energy_kj_mol": 167.4, "symbols": ["H", "H", "O", "C", "H", "N", "N", "H", "H", "H", "O", "C"], "positions_angstrom": [[2.306, -0.544, -0.990], [-2.428, 0.453, -0.342], [-0.621, -0.485, -0.158], [-0.017, 0.716, -0.028], [-2.310, -0.557, 1.154], [1.939, -0.658, -0.061], [1.373, 0.574, 0.211], [-2.344, -1.429, -0.400], [2.748, -0.817, 0.499], [1.926, 1.436, 0.152], [-0.521, 1.810, -0.115], [-2.051, -0.499, 0.078]], "forces_ev_per_a": [[0.2, -0.7, -0.7], [-0.4, -0.9, 0.1], [0.0, 0.5, 0.8], [1.7, 0.0, 0.2], [0.5, 0.1, -0.4], [0.4, 0.0, -1.0], [-2.0, 0.9, 0.5], [-0.5, 0.3, -0.2], [0.4, 0.0, 0.9], [-0.6, -0.6, -0.2], [-0.4, -0.3, 0.2], [0.6, 0.7, -0.1]]}

---

{"formula": "C29H39BGeN6O2S3SeZr", "method": "ωB97M-V/def2-TZVPD", "max_force_ev_per_a": 0.13, "charge": 2, "lumo_energy_ev": -6.1, "relative_energy_kj_mol": 0.0, "symbols": ["H", "H", "S", "C", "H", "H", "H", "Ge", "O", "H", "C", "C", "N", "H", "N", "C", "S", "C", "H", "N", "H", "H", "H", "H", "H", "H", "H", "C", "C", "C", "N", "C", "C", "H", "C", "C", "C", "C", "O", "H", "H", "Zr", "C", "C", "H", "C", "C", "H", "S", "H", "C", "C", "H", "C", "H", "N", "H", "C", "C", "C", "C", "H", "H", "C", "H", "H", "H", "H", "C", "H", "H", "B", "C", "Se", "H", "H", "C", "N", "H", "H", "H", "H", "H"], "positions_angstrom": [[-0.422, -1.614, -4.149], [-2.764, -5.092, 0.031], [0.989, 3.011, -0.638], [1.130, -0.663, 4.972], [0.076, 3.453, -3.172], [-3.449, -4.000, -4.202], [8.379, -0.054, 2.257], [-2.821, -3.358, -1.839], [2.061, 0.424, -1.410], [7.490, -1.209, -0.012], [-4.005, -0.127, 2.697], [-2.201, 5.114, -1.359], [-1.264, 4.250, 0.446], [0.058, 5.221, -3.298], [1.662, -1.073, 0.282], [5.399, -1.028, -0.399], [2.756, -0.796, -0.857], [-2.738, 3.096, 3.678], [7.793, 1.600, 2.474], [-3.305, 1.141, 2.870], [-3.402, -0.788, 2.082], [-0.056, 1.902, 3.144], [5.483, 1.948, 2.066], [-4.160, 1.767, 4.739], [-1.703, -3.805, -4.096], [0.610, -0.202, -3.782], [-5.301, -2.804, -1.671], [0.171, -1.115, -3.390], [0.388, 0.945, 3.366], [1.604, -1.460, 3.912], [0.791, 0.218, 2.332], [6.585, -0.660, 0.212], [-0.514, 3.904, -0.603], [-4.476, -2.378, -0.171], [-4.393, -2.362, -1.259], [-3.497, 2.003, 3.925], [2.758, -3.379, 3.013], [6.632, 0.409, 1.106], [2.987, -1.861, -1.772], [5.360, -1.853, -1.097], [-3.579, -5.729, -1.399], [0.439, 0.678, 0.059], [1.917, -1.710, 1.506], [-2.657, -3.382, -3.781], [-4.967, 0.037, 2.216], [-2.318, 5.004, -0.018], [1.418, -0.978, 2.606], [3.281, -4.315, 3.157], [-2.055, 1.009, 0.457], [-1.495, -2.108, -0.037], [7.929, 0.799, 1.750], [-2.730, -5.137, -1.058], [1.256, -1.001, 5.993], [2.578, -2.890, 1.700], [0.182, 1.190, 5.485], [-1.065, 4.420, -1.715], [-1.817, -5.650, -1.359], [-0.541, 4.341, -3.075], [-2.446, 1.711, 2.004], [4.246, -0.310, -0.108], [-1.280, -2.337, -1.083], [2.955, -3.447, 0.852], [3.367, 1.333, 1.001], [0.535, 0.539, 4.698], [-1.122, 4.922, 2.596], [-0.321, -2.854, -1.127], [0.953, -1.762, -3.003], [8.639, 1.139, 0.995], [2.284, -2.691, 4.092], [-4.156, -0.576, 3.675], [2.426, -3.069, 5.096], [-1.002, 3.928, 1.941], [4.263, 0.760, 0.779], [-1.034, -0.606, -1.955], [-4.339, -1.325, -1.592], [-2.807, 5.624, -2.086], [5.455, 1.112, 1.380], [-2.091, 2.911, 2.476], [0.090, 3.432, 2.037], [-2.762, -2.379, -4.197], [-1.378, 4.283, -3.766], [-2.606, 3.998, 4.248], [-3.057, 5.408, 0.651]], "forces_ev_per_a": [[0.0, 0.0, 0.0], [0.0, 0.0, 0.0], [0.0, -0.1, -0.1], [0.0, 0.0, 0.0], [0.0, 0.0, 0.0], [0.0, 0.0, 0.0], [0.0, 0.0, 0.0], [0.0, 0.0, 0.0], [0.1, 0.0, -0.1], [0.0, 0.0, 0.0], [0.0, 0.0, 0.0], [0.0, 0.0, 0.0], [0.1, 0.0, 0.0], [0.0, 0.0, 0.0], [0.0, 0.0, 0.0], [0.0, 0.0, 0.0], [0.0, 0.0, 0.1], [0.0, 0.0, 0.0], [0.0, 0.0, 0.0], [0.0, 0.0, 0.0], [0.0, 0.0, 0.0], [0.0, 0.0, 0.0], [0.0, 0.0, 0.0], [0.0, 0.0, 0.0], [0.0, 0.0, 0.0], [0.0, 0.0, 0.0], [0.0, 0.0, 0.0], [0.1, 0.0, 0.1], [0.0, -0.1, 0.0], [0.0, 0.0, 0.0], [0.0, 0.0, 0.0], [0.0, 0.0, 0.0], [0.0, 0.0, 0.0], [0.0, 0.0, 0.0], [0.0, 0.0, 0.0], [0.0, 0.0, 0.0], [0.0, 0.0, 0.0], [0.0, 0.0, 0.0], [0.0, 0.0, 0.0], [0.0, 0.0, 0.0], [0.0, 0.0, 0.0], [0.1, 0.0, 0.1], [0.0, 0.0, 0.1], [0.0, 0.0, 0.0], [0.0, 0.0, 0.0], [0.0, 0.0, 0.0], [0.0, 0.0, 0.0], [0.0, 0.0, 0.0], [-0.1, 0.0, 0.0], [0.0, 0.0, 0.0], [0.0, 0.0, 0.0], [0.0, 0.0, 0.0], [0.0, 0.0, 0.0], [0.0, 0.0, 0.0], [0.0, 0.0, 0.0], [0.0, 0.0, 0.0], [0.0, 0.0, 0.0], [0.0, 0.0, 0.0], [0.0, 0.0, 0.0], [0.0, 0.0, 0.0], [0.0, 0.0, 0.1], [0.0, 0.0, 0.0], [0.0, 0.0, 0.0], [0.0, 0.0, 0.0], [0.0, 0.0, 0.0], [0.0, 0.0, 0.0], [0.0, 0.0, 0.0], [0.0, 0.0, 0.0], [0.0, 0.0, 0.0], [0.0, 0.0, 0.0], [0.0, 0.0, 0.0], [-0.1, 0.0, 0.0], [0.0, 0.1, 0.0], [-0.1, 0.0, -0.1], [0.0, 0.0, 0.0], [0.0, 0.0, 0.0], [0.0, 0.0, 0.0], [0.0, 0.0, 0.0], [0.0, 0.0, 0.0], [0.0, 0.0, 0.0], [0.0, 0.0, 0.0], [0.0, 0.0, 0.0], [0.0, 0.0, 0.0]]}